No. 1
Molecular formula: C57H48BrIrN4O2PSi
Method: DFT, ωB97M-V with the def2-TZVPD basis set

XYZ file:
```
115
Properties=species:S:1:pos:R:3:forces:R:3:mulliken_spin:R:1
Ir 0.53170 0.16305 -0.83028 0.07 -0.22 -0.15 -0.038
Br -1.55975 3.26224 11.27031 0.02 -0.01 -0.04 0.011
C -0.67379 2.78923 9.68842 -0.02 0.00 0.04 0.057
C -0.06218 1.54385 9.59424 0.00 -0.02 0.00 -0.025
C 0.59085 1.20446 8.42687 -0.01 0.00 0.03 0.051
C 0.62393 2.10831 7.36382 0.31 0.08 -0.02 0.003
C 0.01211 3.36363 7.46637 -0.06 0.01 0.04 0.039
C -0.63887 3.70035 8.63102 0.02 0.02 -0.02 -0.023
N 1.28082 1.66397 6.21437 -0.38 -0.29 -0.23 0.165
N 1.41003 2.44840 5.26481 0.03 0.44 0.07 0.137
C 1.52401 2.17161 3.95870 0.25 -0.40 0.17 0.138
C 2.32725 3.04019 3.17730 -0.25 0.04 0.04 0.034
C 2.45911 2.87452 1.83149 0.10 0.02 -0.06 0.033
C 1.75251 1.84681 1.15683 -0.01 0.16 0.16 0.115
O 1.80322 1.71619 -0.10939 -0.10 0.07 0.03 0.149
C 0.93754 0.94732 1.93802 -0.03 0.01 0.14 0.041
N 0.17537 0.06557 1.23610 0.16 -0.18 -0.07 0.019
C -0.53536 -0.81179 1.91042 0.49 -0.47 -0.10 -0.007
C -0.33334 -1.04227 3.30063 -2.49 2.62 -0.14 0.045
C 0.13243 0.07003 4.01429 0.16 -0.25 0.05 0.005
C 0.83995 1.05322 3.33629 0.41 0.15 -0.02 0.014
H -0.09690 0.85877 10.42888 0.00 0.00 0.00 -0.001
H 1.08296 0.24693 8.31987 0.00 0.00 0.01 0.002
H 0.06128 4.06103 6.64124 0.00 -0.01 0.00 -0.001
H -1.11566 4.66420 8.73830 0.00 0.00 0.00 0.000
H 2.84573 3.84139 3.68743 -0.04 0.01 0.02 0.001
H 3.08233 3.53351 1.24289 0.01 -0.01 -0.01 0.003
H -1.21802 -1.43755 1.35574 0.01 0.04 -0.06 -0.015
H -1.16948 -1.54120 3.77677 0.49 -0.77 0.10 -0.005
H -0.01972 0.11449 5.08262 0.03 0.05 0.00 0.008
C 2.68169 3.25031 -2.78029 -0.01 0.00 0.01 0.000
C 1.16992 3.07697 -2.89450 0.01 -0.02 0.01 0.003
C 0.53128 4.24003 -3.64889 0.01 0.01 0.00 0.000
C 0.75620 1.75648 -3.55620 0.02 -0.01 0.02 -0.001
C 1.44223 1.46771 -4.88339 -0.01 0.01 -0.02 0.000
O 2.53431 0.58702 -4.51377 0.00 0.00 0.00 0.000
C 2.23863 0.08664 -3.32436 -0.02 -0.04 -0.04 0.003
N 1.19585 0.57661 -2.74575 0.00 0.03 0.02 0.003
C 3.17295 -0.93217 -2.82354 0.01 -0.02 0.03 -0.009
C 4.43030 -0.98464 -3.42160 0.02 0.02 -0.02 0.002
C 5.36927 -1.91331 -3.00607 0.00 0.00 -0.01 -0.001
C 5.04892 -2.81349 -2.00383 -0.01 0.00 0.00 0.001
C 3.79272 -2.77729 -1.41659 0.00 -0.02 -0.01 0.004
C 2.84663 -1.83342 -1.80349 0.00 0.00 -0.02 0.006
P 1.16426 -1.94412 -1.10521 0.08 -0.23 -0.07 -0.008
C 0.41420 -3.19354 -2.15843 0.00 0.02 0.00 0.001
C -0.33028 -2.75871 -3.24571 0.00 -0.01 -0.02 0.000
C -0.86869 -3.67451 -4.13451 0.00 0.01 0.00 0.000
C -0.65918 -5.03122 -3.93401 0.01 -0.01 0.01 0.001
C 0.11279 -5.46961 -2.86486 0.00 0.01 -0.02 0.000
C 0.66220 -4.55404 -1.98189 0.00 0.00 0.02 0.000
C 1.43846 -2.63807 0.55246 -0.19 0.11 0.06 0.011
C 0.59823 -3.57748 1.17809 -0.14 0.07 -0.17 -0.003
C 0.48189 -3.57122 2.54553 -0.39 0.23 -0.02 0.020
C 1.08856 -2.53462 3.29364 2.43 -2.82 0.17 -0.018
C 2.23808 -1.95750 2.71456 -0.20 0.48 -0.15 0.016
C 2.37517 -1.96224 1.34297 0.01 0.25 0.09 0.000
H 2.90733 4.16124 -2.22535 0.00 0.00 0.00 0.000
H 3.14947 3.35116 -3.76217 0.00 -0.01 0.00 0.000
H 3.15242 2.42250 -2.24851 0.01 0.00 0.00 0.001
H 0.75732 3.05928 -1.88007 -0.02 0.02 -0.01 -0.004
H 0.90213 4.30246 -4.67481 0.00 0.00 0.00 0.000
H 0.77184 5.18582 -3.16377 0.00 0.00 0.00 0.000
H -0.55414 4.14213 -3.69003 0.00 0.00 0.00 0.000
H -0.32128 1.73638 -3.67014 0.00 -0.01 0.00 0.001
H 1.86575 2.34013 -5.37154 0.00 0.00 0.00 0.000
H 0.80532 0.92196 -5.57916 0.00 0.00 0.00 0.000
H 4.66878 -0.29000 -4.21377 0.00 0.00 0.00 0.000
H 6.34461 -1.93727 -3.47204 0.00 0.00 0.00 0.000
H 5.77100 -3.55128 -1.68093 0.00 0.00 0.00 0.000
H 3.55088 -3.50034 -0.64841 0.00 0.00 0.00 -0.002
H -0.47843 -1.69612 -3.38989 0.00 0.00 0.00 -0.001
H -1.45438 -3.33447 -4.97888 0.00 0.00 0.00 0.000
H -1.08727 -5.75081 -4.61887 0.00 0.00 0.00 0.000
H 0.29235 -6.52690 -2.72387 0.00 0.00 0.00 0.000
H 1.28597 -4.90544 -1.16905 0.00 0.00 0.00 0.000
H 0.04005 -4.29088 0.58623 -0.09 0.06 0.01 -0.001
H -0.16758 -4.27682 3.04795 0.00 -0.03 -0.04 0.000
H 1.18156 -2.75774 4.35231 -0.57 0.65 0.20 0.001
H 2.94474 -1.42361 3.33753 0.02 0.01 -0.03 -0.002
H 3.17809 -1.40656 0.87196 -0.04 0.08 0.02 0.002
C -2.78532 2.53178 2.38469 -0.03 -0.02 0.00 0.001
C -1.91552 3.00886 1.41332 0.01 0.01 -0.05 -0.003
C -1.70508 2.27109 0.25621 -0.03 0.04 0.00 0.013
C -2.34525 1.04302 0.04251 0.09 -0.02 0.06 -0.005
C -3.23146 0.59489 1.02428 -0.01 -0.01 -0.03 0.002
C -3.45212 1.32974 2.18187 -0.02 0.05 0.01 0.000
Si -1.79150 -0.09123 -1.36216 -0.23 0.07 0.01 0.012
C -2.77558 -1.68101 -1.25340 0.05 -0.02 -0.05 -0.001
C -4.03858 -1.71641 -1.85423 0.00 0.03 0.00 0.000
C -4.84726 -2.84074 -1.75531 -0.01 0.00 0.00 0.000
C -4.40985 -3.95642 -1.05677 0.01 -0.01 0.00 0.000
C -3.16074 -3.94180 -0.45077 -0.01 -0.01 0.00 0.000
C -2.36431 -2.81267 -0.55224 0.01 0.00 0.00 0.005
C -2.29130 0.74759 -2.97390 0.05 -0.03 -0.01 0.002
C -2.28840 0.07694 -4.20385 -0.01 0.02 0.00 0.002
C -2.61155 0.72880 -5.38439 0.01 -0.03 0.01 -0.001
C -2.96606 2.07171 -5.36241 0.00 0.03 0.00 0.000
C -3.02697 2.74351 -4.15088 -0.01 0.00 -0.02 0.000
C -2.69384 2.08800 -2.97288 0.01 -0.02 0.02 -0.001
H -2.96745 3.10873 3.28236 0.01 -0.01 0.01 0.000
H -1.41407 3.95952 1.54967 -0.01 0.00 0.00 0.000
H -1.03249 2.67470 -0.49861 0.02 -0.01 0.01 -0.002
H -3.75689 -0.34400 0.88578 0.01 -0.01 0.00 -0.001
H -4.15737 0.97169 2.92150 0.00 0.00 0.00 0.000
H -4.39969 -0.85805 -2.40867 0.00 0.00 0.00 0.000
H -5.82033 -2.84577 -2.22858 0.00 0.00 0.00 0.000
H -5.03822 -4.83443 -0.98716 0.00 0.00 0.00 0.000
H -2.81002 -4.81201 0.09102 0.00 0.00 0.00 0.000
H -1.38472 -2.82963 -0.09459 0.00 0.00 0.01 -0.002
H -2.06813 -0.98175 -4.24790 -0.01 0.01 0.00 -0.001
H -2.60623 0.18548 -6.32083 0.00 0.00 0.00 0.000
H -3.22255 2.58156 -6.28171 0.00 0.00 0.00 0.000
H -3.34226 3.77875 -4.12021 0.00 0.00 0.00 0.000
H -2.76213 2.63380 -2.04117 0.00 0.00 0.00 0.000
```
Positions in Å, forces in eV/Å.

The gap between HOMO and LUMO (spin up / spin down) comes out at 0.22169 / 0.21666 Ha. Its HOMO energy (spin up / spin down) is -0.4554 / -0.4845 Ha. For the LUMO energy (spin up / spin down), the calculation gives -0.2337 / -0.2678 hartree. The spin multiplicity is 2. The net charge is +2. Its energy relative to the best compared isomer or geometry (same formula, charge and spin) is 0.0 kJ/mol.



No. 2
Molecular formula: C22H34As2Cl2MoO2PS
Method: DFT, ωB97M-V with the def2-TZVPD basis set

XYZ file:
```
65
Properties=species:S:1:pos:R:3:forces:R:3:nbo_charge:R:1
Mo 0.51906 0.63400 -0.52683 0.70 -0.80 1.53 1.080
C 1.03096 -2.14570 -3.29813 0.14 0.26 -0.05 -0.904
As -0.09524 -1.52820 -1.81663 -0.17 -2.05 -0.30 1.004
C -1.87874 -1.69540 -2.60033 -0.14 0.20 0.09 -0.911
C 0.08676 -3.00160 -0.53423 0.03 0.26 0.04 -0.355
C -0.48254 -4.24750 -0.78393 -0.05 0.23 -0.27 -0.137
C -0.33344 -5.28730 0.12347 0.00 0.09 0.10 -0.165
C 0.37236 -5.08330 1.29847 0.02 0.08 -0.08 -0.152
C 0.95876 -3.85140 1.55227 0.28 0.46 0.13 -0.191
C 0.84046 -2.81050 0.63537 -0.45 0.37 -0.14 -0.341
As 1.62376 -1.03580 0.94727 1.09 -2.37 1.21 1.070
C 2.66796 -1.19700 2.60137 -0.10 0.22 0.22 -0.883
C 3.15696 -1.04820 -0.32393 0.04 0.39 -0.51 -0.933
H 0.46356 -2.87700 -3.88153 0.00 0.14 0.15 0.270
H 1.93386 -2.62890 -2.91743 -0.15 0.14 0.04 0.262
H 1.31386 -1.31210 -3.94833 -0.07 -0.15 0.07 0.243
H -2.02994 -2.71770 -2.96333 0.18 0.16 0.15 0.271
H -1.96474 -1.02020 -3.45753 0.10 -0.06 0.13 0.252
H -2.65834 -1.45490 -1.87323 0.15 -0.02 -0.03 0.261
H -1.05924 -4.40830 -1.68913 0.05 -0.06 0.07 0.223
H -0.78444 -6.24850 -0.07183 -0.04 -0.05 -0.06 0.258
H 0.46216 -5.87780 2.02317 0.04 -0.07 0.04 0.258
H 1.51246 -3.69340 2.47077 -0.04 -0.11 -0.01 0.235
H 3.37696 -2.02430 2.47327 -0.18 0.18 -0.24 0.267
H 2.03496 -1.39030 3.46927 -0.06 0.10 -0.30 0.276
H 3.22946 -0.27060 2.76287 -0.15 -0.14 -0.10 0.262
H 3.27426 -2.06560 -0.71783 -0.23 0.25 0.09 0.280
H 4.07286 -0.78170 0.21417 -0.28 0.10 0.00 0.282
H 3.04816 -0.34740 -1.17483 0.16 -0.35 0.28 0.238
Cl -2.95874 3.73040 -5.95983 0.01 -0.06 0.10 0.154
C -2.41414 2.97100 -4.53233 0.41 -0.17 0.07 -0.045
C -3.33514 2.63020 -3.52333 0.37 0.11 -0.35 -0.136
C -2.90334 2.05740 -2.34613 1.00 -0.63 0.89 0.000
Cl -4.00844 1.63590 -1.09563 0.11 0.12 -0.17 0.103
C -1.52574 1.76830 -2.13073 -1.17 0.90 -2.39 0.291
O -1.08854 1.34170 -0.98483 -1.63 0.12 1.19 -0.583
C -0.59444 2.03730 -3.19673 0.04 -0.05 0.35 -0.260
C 0.79966 1.77970 -3.09103 -1.42 0.52 -0.60 0.424
O 1.33236 1.24000 -2.06453 1.59 0.94 -1.61 -0.579
C -1.07254 2.66260 -4.36973 -0.38 0.06 -0.31 -0.120
H -4.38784 2.82000 -3.67873 -0.09 0.05 0.05 0.286
H 1.45836 2.07810 -3.90793 0.11 -0.13 0.13 0.245
H -0.37354 2.87430 -5.16213 0.06 0.13 -0.19 0.262
C 0.11326 0.24160 5.37737 -0.25 -0.07 -0.17 -0.724
S -0.44894 0.01480 3.67247 0.08 -0.01 -0.30 0.095
C -1.79984 -1.15770 3.90187 0.13 0.10 0.22 -0.725
H -0.62664 0.83360 5.91137 0.08 -0.01 0.09 0.246
H 1.06286 0.76660 5.35007 0.07 0.04 0.08 0.234
H 0.23236 -0.72780 5.85337 0.09 -0.01 0.07 0.239
H -1.42154 -2.08450 4.32567 -0.01 -0.08 -0.05 0.232
H -2.23714 -1.34490 2.92437 -0.11 -0.03 0.03 0.227
H -2.53454 -0.72990 4.58037 -0.12 -0.02 -0.11 0.246
C -1.18674 2.80580 1.72037 -0.13 -0.29 -0.21 -0.928
P 0.45546 2.66220 0.91497 -0.14 1.36 1.28 0.965
C 1.62566 3.15390 2.21437 0.17 -0.28 -0.20 -0.929
C 0.51926 4.05180 -0.26873 0.15 -0.29 -0.23 -0.934
H -1.64914 3.75440 1.44327 0.05 -0.01 -0.09 0.269
H -1.07614 2.77590 2.80457 0.06 -0.11 -0.13 0.285
H -1.84314 1.98260 1.40907 0.09 0.30 0.18 0.254
H 1.30386 4.11290 2.62657 -0.04 -0.07 -0.01 0.278
H 2.63206 3.26900 1.80987 0.00 -0.02 0.02 0.265
H 1.63576 2.40220 3.00467 -0.01 0.05 0.01 0.258
H 0.47766 5.00170 0.26847 -0.03 -0.08 0.02 0.287
H -0.31764 4.00460 -0.97193 0.09 0.05 0.10 0.244
H 1.46226 4.00070 -0.82153 -0.08 0.15 0.02 0.251
```
Positions in Å, forces in eV/Å.

The gap between HOMO and LUMO (spin up / spin down) comes out at 0.18169 / 0.16511 Ha. Its HOMO energy (spin up / spin down) is -0.5939 / -0.5943 Ha. For the LUMO energy (spin up / spin down), the calculation gives -0.4122 / -0.4292 hartree. The spin multiplicity is 3. The net charge is +3. Its energy relative to the best compared isomer or geometry (same formula, charge and spin) is 259.8 kJ/mol.



No. 3
Molecular formula: C8H9Cl2Li
Method: DFT, ωB97M-V with the def2-TZVPD basis set

XYZ file:
```
20
Properties=species:S:1:pos:R:3:forces:R:3:nbo_charge:R:1
Li 1.43781 -0.29559 0.02942 0.14 -0.05 -0.12 0.889
C 1.70570 -0.45025 2.06422 -0.08 -0.03 -0.07 -0.926
C 0.36039 -0.07477 1.75954 0.03 0.00 0.10 -0.104
C -0.68313 -1.03070 1.59857 0.01 -0.04 0.03 -0.300
C -1.93688 -0.68204 1.14050 -0.03 0.06 -0.04 -0.176
C -2.24176 0.63146 0.77574 0.03 -0.05 0.02 -0.314
C -1.23767 1.58142 0.87882 0.00 -0.02 0.01 -0.165
C 0.03093 1.24382 1.33756 0.00 0.01 -0.09 -0.373
H 1.85052 -1.41682 2.53483 0.00 0.00 0.00 0.203
H 2.35774 0.33455 2.43717 0.00 0.01 0.00 0.202
H -0.48172 -2.06004 1.87570 -0.01 0.01 0.02 0.208
H -2.69885 -1.44927 1.06431 0.00 0.00 0.00 0.207
H -3.22757 0.89657 0.42005 0.00 0.00 0.00 0.209
H -1.43816 2.61023 0.60209 0.00 0.00 0.00 0.205
H 0.78606 2.01936 1.43111 -0.01 0.01 0.01 0.208
Cl 0.72390 0.17664 -2.42789 -0.20 0.17 0.08 -0.057
C 1.05406 -0.29309 -4.11427 0.14 -0.13 -0.03 -0.384
Cl 1.83073 -1.86443 -4.24395 0.01 -0.02 0.03 0.003
H 1.70918 0.45533 -4.54158 -0.01 0.03 0.03 0.230
H 0.09872 -0.33238 -4.62193 -0.02 0.02 0.03 0.232
```
Positions in Å, forces in eV/Å.

The gap between HOMO and LUMO comes out at 0.23303 Ha. Its HOMO energy is -0.2294 Ha. For the LUMO energy, the calculation gives 0.0037 hartree. Its energy relative to the best compared isomer or geometry (same formula, charge and spin) is 12.7 kJ/mol.



No. 4
Molecular formula: C7H12MgO4
Method: DFT, ωB97M-V with the def2-TZVPD basis set

XYZ file:
```
24
Properties=species:S:1:pos:R:3:forces:R:3:nbo_charge:R:1
C 1.97558 -0.98715 -0.01424 -1.83 0.64 0.16 -0.460
C 3.19100 -0.89926 0.88767 -0.02 -0.32 -0.07 -0.074
O 4.19438 -0.07051 0.27002 0.23 0.16 -0.18 -0.839
Mg 3.52956 1.43409 -1.04033 -0.42 0.31 0.06 0.775
H 2.13821 -1.16563 -1.09012 0.77 0.39 0.23 0.212
H 5.02257 -0.09245 0.75676 0.05 0.02 0.03 0.500
H 1.48432 -1.93846 0.24784 -0.26 0.39 0.26 0.221
H 3.63184 -1.89226 1.05005 -0.08 0.16 -0.05 0.172
H 2.93486 -0.47360 1.87041 -0.12 -0.09 -0.29 0.182
O -4.61259 -0.41129 -1.85067 0.44 0.23 0.01 -0.788
C -3.88572 0.20119 -1.04401 -1.89 -0.29 0.14 0.943
O -4.21151 0.81372 -0.01041 0.50 0.12 0.23 -0.810
O -2.54271 0.16951 -1.38090 1.65 -0.28 -0.24 -0.580
C -1.58319 0.40068 -0.36137 -0.62 0.31 0.00 -0.045
C -0.20589 0.06661 -0.90657 0.18 -0.24 -0.40 -0.420
C 0.91715 0.25865 0.11621 0.84 -1.62 0.36 -0.218
C 1.60033 1.61259 0.01650 0.67 0.22 -0.20 -1.082
H -1.80647 -0.23023 0.51381 0.04 0.14 -0.11 0.163
H -1.63380 1.44893 -0.03182 0.06 -0.16 0.07 0.172
H -0.00012 0.68961 -1.79267 -0.07 -0.17 0.18 0.201
H -0.21850 -0.97859 -1.25634 -0.11 0.22 0.05 0.194
H 0.48613 0.11722 1.12638 0.01 0.06 -0.21 0.180
H 1.99678 1.91943 1.00448 -0.19 0.06 -0.21 0.180
H 0.91274 2.39543 -0.33825 0.18 -0.26 0.20 0.216
```
Positions in Å, forces in eV/Å.

The gap between HOMO and LUMO (spin up / spin down) comes out at 0.19449 / 0.20159 Ha. Its HOMO energy (spin up / spin down) is -0.1226 / -0.1403 Ha. For the LUMO energy (spin up / spin down), the calculation gives 0.0719 / 0.0613 hartree. The spin multiplicity is 2. The net charge is -1.



Number 1: M 1152.22 g mol⁻¹. Number 2: M 710.24 g mol⁻¹. Number 3: M 183.01 g mol⁻¹. Number 4: M 184.47 g mol⁻¹.